39
Properties=species:S:1:pos:R:3:forces:R:3 method="wB97M-V/def2-TZVPD" multiplicity=5 homo_energy_ev="-12.89 / -12.88" homo_lumo_gap_ev="5.05 / 4.57" s2=6.01 total_charge=+1
Fe -1.34976 -3.59290 -0.46472 -3.17 -5.19 -5.76
Cl -0.71301 -2.04083 1.03028 2.00 6.85 5.93
O 0.06072 -2.66657 0.01692 6.54 -2.70 -2.27
O -1.27868 -0.86450 0.44585 3.00 -11.67 3.49
O -1.71364 -3.02983 1.18915 -4.54 -2.46 3.94
O 0.10790 -1.86679 2.18778 -3.28 -2.28 -1.92
C 1.63507 -0.13654 2.88550 -0.74 0.65 1.07
C 2.21546 -0.59519 1.53915 -1.08 2.61 0.91
O 2.64177 0.69387 1.03905 0.46 1.28 -2.42
S 1.56475 1.93566 1.34073 1.33 2.02 4.86
O 0.25847 1.72366 0.77094 6.38 3.28 2.34
O 2.02753 3.35128 1.38180 -0.17 -5.04 -0.35
O 1.42278 1.28540 2.89562 0.69 1.61 -1.67
H 2.31031 -0.38609 3.70395 -0.24 0.09 0.09
H 0.60951 -0.48578 3.00533 1.27 0.33 0.95
H 1.37887 -0.93388 0.92801 1.12 0.03 -0.05
H 3.04225 -1.29808 1.64146 0.04 0.36 -0.34
C 0.58792 -0.48767 -1.18519 -0.23 1.00 -1.13
C 1.92286 -1.03736 -1.58322 -0.77 -0.70 -0.23
O 2.39905 -0.18391 -2.59475 -0.05 1.53 -1.02
S 1.12435 0.38504 -3.52375 -0.90 0.84 -1.92
O 0.70405 -0.64113 -4.48372 1.22 1.69 1.91
O 1.23988 1.78935 -4.00338 0.21 -4.39 2.20
O 0.07248 0.25858 -2.26807 0.97 0.71 -2.04
H 0.65748 0.30886 -0.44437 1.26 -1.35 -0.16
H -0.14075 -1.24725 -0.90207 1.19 1.70 -1.88
H 1.83139 -2.02989 -2.02438 0.09 -0.28 0.17
H 2.46213 -1.06758 -0.63645 1.07 0.16 -1.02
C -1.46373 0.86864 0.21187 -4.17 3.41 0.49
C -2.25938 0.25290 -0.87369 -2.43 2.03 -2.46
O -3.18615 1.25227 -1.12214 -4.11 1.69 -1.68
S -3.51565 2.33984 0.10206 1.35 -0.67 0.35
O -4.14897 1.69223 1.26533 0.83 1.22 -2.66
O -4.00631 3.62652 -0.42695 1.64 -3.80 1.22
O -1.89443 2.26029 0.36356 -0.90 1.07 0.01
H -0.39221 0.80844 0.02130 -3.96 -0.33 -0.70
H -1.76578 0.29537 1.08837 -0.70 4.53 1.31
H -2.79720 -0.68636 -0.74472 -0.49 0.12 0.39
H -1.65131 0.14994 -1.77245 -0.74 0.06 0.06

=====

20
Properties=species:S:1:pos:R:3:forces:R:3 method="wB97M-V/def2-TZVPD" homo_energy_ev=-8.70 homo_lumo_gap_ev=9.30 total_charge=0
C 2.34155 0.61309 1.39049 0.80 1.45 -4.15
C 3.03455 1.69472 0.76966 -3.38 -3.99 -0.65
C 1.67520 0.00463 0.27304 -0.67 0.76 1.54
C -3.50281 -1.02084 -0.37343 3.01 1.25 -0.14
C 0.71148 -1.06622 0.33302 1.02 -1.51 1.65
N 1.80866 0.68168 -0.84077 1.16 0.68 -1.06
N 0.23857 -2.10382 0.62393 1.32 1.62 -2.20
N 2.67545 1.68298 -0.55528 -1.06 -2.20 3.46
N -1.06088 -0.06416 -1.13120 -1.75 3.74 0.85
O -0.36785 -3.12999 0.44675 -0.65 -0.63 1.00
O -2.43617 1.31323 0.40175 0.17 0.07 0.79
S -1.97458 -0.08873 0.40002 -1.50 0.36 -2.99
H 2.23386 0.22068 2.33624 0.31 -0.23 2.01
H 3.63944 2.39353 1.16541 1.98 2.24 1.15
H -4.29499 -0.37031 -0.18037 -1.34 0.86 0.74
H -3.51743 -1.95424 0.09561 -0.43 -1.52 0.46
H -3.33197 -1.01714 -1.44045 0.21 -0.34 -0.14
H -0.41094 0.76632 -1.13760 -1.22 -1.02 0.29
H 3.05224 2.25635 -1.22810 0.58 1.29 -1.92
H -0.51338 -0.81175 -1.34873 1.45 -2.88 -0.70

=====

58
Properties=species:S:1:pos:R:3:forces:R:3 method="wB97M-V/def2-TZVPD" smiles="CC[C@@H](O)[C@H](C)C(=O)N1CC[C@](NC(=O)CN2CSCC2=O)(c2ccccc2)C1" homo_energy_ev=-9.23 homo_lumo_gap_ev=9.79 total_charge=0
C -3.22756 -2.57833 5.25156 0.00 0.00 0.01
C -2.49648 -2.14810 3.98569 0.00 0.01 0.00
C -1.66873 -0.88357 4.17947 -0.01 0.00 0.00
O -0.63515 -1.08583 5.14470 0.00 -0.01 0.02
C -0.96389 -0.45435 2.89665 0.01 0.00 0.00
C -0.10301 0.79481 3.11089 0.00 0.00 0.00
C -1.99295 -0.14334 1.82185 0.00 -0.01 0.00
O -3.04912 0.41420 2.08561 0.00 0.00 0.00
N -1.68456 -0.47477 0.54422 -0.01 0.00 0.00
C -2.57443 -0.07048 -0.54810 -0.01 0.00 0.01
C -1.81478 -0.49274 -1.80050 0.00 -0.10 0.07
C -0.33999 -0.39651 -1.37118 0.06 0.15 -0.04
N 0.03689 1.00608 -1.18341 -0.03 0.01 0.01
C -0.16630 2.03607 -2.03723 0.02 0.00 -0.01
O -0.75835 1.98105 -3.09976 0.00 0.00 0.00
C 0.52167 3.32330 -1.57193 0.00 -0.01 0.00
N 1.95880 3.21909 -1.77598 -0.02 0.01 -0.01
C 2.51641 3.48269 -3.08417 0.01 -0.01 0.00
S 4.32049 3.35694 -2.88799 0.00 0.01 0.00
C 4.16429 2.43041 -1.34400 0.00 0.01 0.00
C 2.73813 2.59070 -0.86424 0.00 -0.03 0.01
O 2.33281 2.16488 0.20594 0.00 0.01 0.00
C 0.62264 -1.13616 -2.28886 -0.16 -0.05 -0.14
C 1.51492 -0.45989 -3.11267 0.10 0.00 0.11
C 2.35635 -1.14875 -3.97521 0.01 0.00 0.00
C 2.31148 -2.53189 -4.03921 0.00 0.00 0.00
C 1.40926 -3.21875 -3.24013 0.00 0.00 0.00
C 0.57074 -2.52677 -2.38055 0.00 0.01 0.00
C -0.41027 -0.97664 0.04950 0.01 0.00 0.01
H -3.85994 -3.44624 5.06493 0.00 0.00 0.00
H -2.53420 -2.85891 6.04792 0.00 0.00 0.00
H -3.86851 -1.77534 5.62242 0.00 0.00 0.00
H -1.82987 -2.94725 3.64626 0.00 0.00 0.00
H -3.22583 -1.96222 3.19495 0.00 0.00 0.00
H -2.32666 -0.06714 4.49827 0.00 0.00 0.00
H -1.04567 -1.27447 5.99335 0.00 0.01 -0.01
H -0.32847 -1.28903 2.58756 0.00 0.01 0.00
H 0.41960 1.09008 2.19827 0.00 0.00 0.00
H -0.73693 1.62785 3.41935 0.00 0.00 0.00
H 0.63743 0.61371 3.88637 0.00 0.00 0.00
H -3.54647 -0.55314 -0.45329 0.00 0.00 0.00
H -2.74135 1.00767 -0.50613 0.01 0.00 0.00
H -2.02456 -1.53594 -2.04453 0.00 0.00 0.00
H -2.03086 0.12169 -2.66769 0.00 0.00 -0.01
H 0.63552 1.21423 -0.39215 0.01 -0.01 -0.01
H 0.13406 4.14953 -2.16259 0.00 0.01 0.00
H 0.34311 3.50542 -0.51247 0.00 0.01 0.00
H 2.14230 2.77098 -3.82389 -0.01 0.00 0.00
H 2.26438 4.49151 -3.40951 0.00 0.00 0.00
H 4.35892 1.36567 -1.47634 0.00 0.00 0.00
H 4.84399 2.81875 -0.58931 0.00 0.00 0.00
H 1.55924 0.61937 -3.08821 0.00 0.00 0.00
H 3.04475 -0.59690 -4.60281 0.00 0.00 0.00
H 2.96701 -3.07048 -4.71073 0.00 0.00 0.00
H 1.35380 -4.29867 -3.28671 0.00 0.00 0.00
H -0.13762 -3.08691 -1.78285 0.00 0.00 0.00
H 0.43177 -0.63969 0.65477 0.00 0.00 0.00
H -0.38825 -2.06745 0.02380 0.00 0.00 0.00

=====

Short version: relative energy (zero: lowest compared OMol25 entry of this formula, charge and spin) = 419.6, 152.1, 2.9 kcal per mole, in the order given.
Short version: calculated total energy = -118555.863, -26199.544, -45745.265 eV, in the order given.